Record 1
Density functional theory data (the ωB97M-V functional and the def2-TZVPD basis) for a molecular structure, C12H16OSi.

Highest occupied orbital energy ... -7.7 eV
Energy above the lowest of the compared OMol25 structures with the same formula, charge and spin ... 4.419 eV
Spin multiplicity ... 1

Structure (XYZ):
```
30
Properties=species:S:1:pos:R:3:lowdin_charge:R:1
C 2.9085 0.8867 -1.0905 -0.067
C 3.3678 -0.1514 -0.3834 -0.034
C 1.7868 1.7605 -0.7091 -0.060
C 0.7056 1.4212 -0.0002 -0.136
C 1.9423 -0.0752 1.6760 -0.022
C 2.3886 -0.6412 0.5655 -0.224
C 1.2853 -1.2276 -0.2433 -0.192
C 0.4579 -0.0334 1.8781 -0.134
C 0.0353 0.2019 0.4157 -0.322
C -1.8055 -2.2300 0.0851 -0.149
C -1.8861 0.3647 -2.1059 -0.138
C -2.9115 0.5871 0.8082 -0.204
O 1.1590 -2.1380 -0.9751 0.132
Si -1.6477 -0.2776 -0.2455 0.594
H 3.5557 1.4315 -1.7041 0.086
H 4.2476 -0.6262 -0.8081 0.115
H 2.0579 2.7502 -0.8506 0.083
H -0.0208 2.2722 0.1619 0.138
H 2.7870 0.1995 2.3640 0.147
H 0.0928 -0.9250 2.3394 0.111
H 0.1640 0.7571 2.4522 0.086
H -0.9486 -2.6719 -0.4128 -0.008
H -1.6214 -2.3695 1.1348 0.006
H -2.8175 -2.5997 -0.2903 0.052
H -2.6693 1.0236 -2.0384 -0.028
H -0.8968 0.7991 -2.3054 0.017
H -2.0872 -0.5728 -2.7082 0.046
H -2.6962 0.2266 1.7507 -0.023
H -3.0045 1.7292 0.7640 0.063
H -3.9287 0.1282 0.4754 0.067
```


Record 2
Density functional theory data (the ωB97M-V functional and the def2-TZVPD basis) for a molecular structure, C12H17BCrN6O2.

Highest occupied orbital energy (alpha / beta) ... -7.0 / -7.8 eV
Energy above the lowest of the compared OMol25 structures with the same formula, charge and spin ... 3.898 eV
Spin multiplicity ... 5
⟨S²⟩ ... 6.0318

Structure (XYZ):
```
39
Properties=species:S:1:pos:R:3:lowdin_charge:R:1
H 0.5951 3.0550 1.2771 0.124
N 0.1802 1.5755 -0.2050 -0.019
B -0.1949 0.3322 -2.3724 -0.459
N 0.1358 1.6496 -1.6026 -0.017
C 0.5369 2.8626 -2.0193 -0.078
Cr -0.2577 -0.2745 0.6806 0.603
H 0.6893 3.0071 -3.1130 0.136
C 0.7789 3.6477 -0.8948 -0.063
H 1.1415 4.6928 -0.8536 0.102
C 0.5294 2.8045 0.2095 -0.114
H -0.0743 0.4518 -3.5462 0.112
C -1.1856 -1.5255 2.0193 -0.188
H -1.4536 -1.4402 3.1040 0.067
H -0.3735 -2.2747 1.9644 0.058
H -1.9904 -2.0829 1.4563 0.057
N -1.6765 0.0222 -2.0247 -0.007
N 0.8018 -0.7881 -1.8598 0.008
N -1.8986 -0.2146 -0.6760 -0.022
N 0.9145 -1.0391 -0.5060 -0.131
C -2.8065 -0.2056 -2.7097 -0.067
C 1.6857 -1.5658 -2.4923 -0.053
H -2.7471 -0.2427 -3.7814 0.122
H 1.6787 -1.4548 -3.5751 0.122
C -3.8215 -0.5225 -1.8152 -0.059
C 2.3837 -2.3630 -1.5279 -0.029
C -3.2168 -0.5255 -0.5481 -0.114
C 1.8297 -1.9969 -0.2785 -0.091
H -4.8451 -0.8060 -2.0036 0.093
H 3.1449 -3.1077 -1.6698 0.084
H -3.6869 -0.7788 0.4014 0.112
H 1.9534 -2.3354 0.7582 0.125
H -1.3231 -0.3223 2.0991 0.071
C 1.8375 0.2194 4.4899 -0.073
O 0.9202 -0.0036 3.4184 -0.171
C 1.3053 0.1548 2.1283 -0.475
O 2.4063 0.6343 1.8173 -0.030
H 1.2772 0.0995 5.4223 0.084
H 2.2451 1.2364 4.4307 0.089
H 2.5811 -0.5754 4.3983 0.090
```


Record 3
Density functional theory data (the ωB97M-V functional and the def2-TZVPD basis) for 2 unconnected molecules or ions with the total composition C12H17N.

Total charge ... -1
Highest occupied orbital energy (alpha / beta) ... 0.6 / -3.0 eV
Energy above the lowest of the compared OMol25 structures with the same formula, charge and spin ... 1.112 eV
Spin multiplicity ... 2
⟨S²⟩ ... 0.7696

Structure (XYZ):
```
30
Properties=species:S:1:pos:R:3:lowdin_charge:R:1
C 1.3344 2.7230 0.7004 -0.106
C -0.4500 0.8103 0.5759 -0.193
C 0.8512 1.3708 0.9619 -0.281
C -0.4934 -0.4769 1.1446 -0.298
C 1.6248 0.3315 1.4747 -0.125
C -2.7653 0.6834 0.0748 -0.183
C -2.7162 -0.6311 0.5173 -0.191
C -1.6030 1.4896 0.1571 -0.122
C -1.6166 -1.2978 1.1630 -0.100
N 0.7809 -0.8117 1.6007 0.031
H -3.6343 1.1800 -0.3102 0.064
H -3.6598 -1.1695 0.5393 0.057
H -1.8125 2.5477 0.0012 0.063
H -1.6767 -2.2474 1.6706 0.058
H 0.8361 3.3293 -0.0665 0.062
H 2.4036 2.8482 0.3795 0.070
H 2.6144 0.4182 1.8822 0.063
H 1.1333 -1.7137 1.3476 0.107
H 1.3124 3.3290 1.6322 0.069
C 0.7910 -1.6432 -2.1216 -0.318
C 0.6319 -0.2207 -2.6317 -0.125
C 2.2600 -1.9944 -2.0403 -0.149
H 0.1535 -2.3333 -2.7039 0.098
H 0.2732 -1.8232 -1.1700 0.082
H 1.1929 -0.0785 -3.5803 0.065
H -0.3830 -0.1569 -3.0487 0.071
H 2.7352 -1.2123 -1.4060 0.068
H 0.9363 0.6254 -2.0483 0.057
H 2.8776 -1.6710 -2.8901 0.059
H 2.5786 -2.9545 -1.6851 0.047
```


Record 4
Density functional theory data (the ωB97M-V functional and the def2-TZVPD basis) for 2 unconnected molecules or ions with the total composition C12H17N.

SMILES ... Cc1c[nH]c2ccccc12.CCC
Highest occupied orbital energy ... -7.9 eV
Energy above the lowest of the compared OMol25 structures with the same formula, charge and spin ... 0.585 eV
Spin multiplicity ... 1

Structure (XYZ):
```
30
Properties=species:S:1:pos:R:3:lowdin_charge:R:1
C 0.5787 1.0877 3.4244 -0.041
C -0.3383 -0.5194 1.5347 -0.148
C 0.6497 -0.0760 2.4780 -0.229
C 0.0839 -1.7625 1.0215 -0.221
C 1.6117 -1.0393 2.4908 -0.067
C -1.5879 -0.0174 1.1376 -0.023
C -2.2380 -0.6412 0.0975 -0.115
C -1.7797 -1.8562 -0.4288 -0.105
C -0.5693 -2.4016 -0.0216 -0.024
N 1.2052 -2.1387 1.7500 0.070
H -1.9049 0.9260 1.5589 0.105
H -3.0457 -0.2060 -0.4767 0.098
H -2.2807 -2.2813 -1.2868 0.097
H 1.5679 1.5237 3.5228 0.074
H 0.3205 0.7468 4.4328 0.082
H 2.4846 -1.1233 3.1220 0.121
H 1.8388 -2.7650 1.2741 0.146
H -0.1542 -3.2595 -0.5366 0.106
H -0.1624 1.8134 3.1147 0.067
C 0.6175 0.9134 -2.9869 -0.308
C -0.9009 1.2147 -3.0291 -0.107
C 1.3040 1.5597 -1.8024 -0.134
H 1.0471 1.3073 -3.9063 0.093
H 0.7774 -0.1616 -2.9682 0.092
H -1.0786 2.1511 -2.5023 0.065
H -1.2353 1.3785 -4.0504 0.061
H 2.3472 1.2200 -1.7906 0.067
H 0.9529 1.3239 -0.7947 0.062
H -1.4516 0.4364 -2.5000 0.046
H 1.3405 2.6466 -1.8784 0.069
```


Record 5
Density functional theory data (the ωB97M-V functional and the def2-TZVPD basis) for 2 unconnected molecules or ions with the total composition C12H17N.

SMILES ... Cc1c[nH]c2ccccc12.CCC
Highest occupied orbital energy ... -7.8 eV
Energy above the lowest of the compared OMol25 structures with the same formula, charge and spin ... 2.435 eV
Spin multiplicity ... 1

Structure (XYZ):
```
30
Properties=species:S:1:pos:R:3:lowdin_charge:R:1
C 0.4791 -2.6436 -2.3507 -0.076
C 1.8975 0.2641 -0.4397 -0.235
C 0.9195 -0.3027 -1.2431 -0.154
C 1.1982 -1.7744 -1.3301 -0.193
C 2.2613 -1.9365 -0.4187 -0.104
C 2.1140 1.6266 -0.2204 -0.002
C 1.3361 2.4974 -1.0763 -0.093
C 0.1270 0.5464 -2.0332 -0.025
C 0.2867 1.9582 -1.8453 -0.103
N 2.7259 -0.7700 0.0224 0.044
H 2.9371 -0.7535 1.0288 0.162
H 2.7999 1.9998 0.4907 0.088
H 2.7247 -2.8909 -0.2238 0.117
H 1.5590 3.5717 -0.9238 0.099
H -0.5336 0.2109 -2.7741 0.081
H 1.0541 -2.4877 -3.4353 0.139
H -0.5970 -2.4780 -2.3305 0.059
H -0.3242 2.6443 -2.5855 0.129
H 0.5277 -3.7418 -2.1484 0.066
C -2.0845 -0.2651 2.0688 -0.280
C -3.0470 0.7345 1.3936 -0.140
C -1.2127 0.5738 3.0411 -0.129
H -2.7839 -1.0525 2.4635 0.105
H -1.4281 -0.7080 1.2753 0.095
H -2.9068 1.0503 0.3969 0.039
H -0.1869 0.2536 3.0498 0.042
H -3.0727 1.6494 1.9022 0.036
H -3.9974 0.1598 1.1808 0.086
H -1.3000 1.6949 2.9691 0.082
H -1.4733 0.3690 4.0962 0.065
```


Record 6
Density functional theory data (the ωB97M-V functional and the def2-TZVPD basis) for 2 unconnected molecules or ions with the total composition C12H17N.

SMILES ... Cc1c[nH]c2ccccc12.CCC
Highest occupied orbital energy ... -7.9 eV
Energy above the lowest of the compared OMol25 structures with the same formula, charge and spin ... 2.835 eV
Spin multiplicity ... 1

Structure (XYZ):
```
30
Properties=species:S:1:pos:R:3:lowdin_charge:R:1
C 2.5904 -0.5460 -2.8900 -0.057
C 1.4601 0.1373 -0.5813 -0.101
C 2.6294 -0.2210 -1.4154 -0.200
C 1.9067 0.4057 0.7827 -0.222
C 3.6791 -0.3249 -0.4665 0.007
C -0.8376 0.9031 -0.0085 -0.088
C -0.3611 1.0440 1.3213 -0.100
C 0.0960 0.5302 -0.9965 0.010
C 0.9271 0.8330 1.6491 -0.075
N 3.2019 -0.0829 0.9152 0.084
H -1.8411 0.8949 -0.2509 0.023
H -1.1958 1.3049 2.0241 0.111
H -0.0658 0.3381 -2.0417 0.090
H 1.3881 1.1473 2.5842 0.112
H 1.9907 -1.3426 -3.1905 0.051
H 3.6705 -0.7227 -3.2216 0.101
H 4.6451 -0.6768 -0.3477 0.079
H 3.6561 0.0070 1.7451 0.094
H 2.3375 0.3318 -3.4579 0.067
C -3.7559 -0.5629 0.2316 -0.337
C -5.1928 -0.7829 -0.2619 -0.118
C -3.6495 -0.6303 1.7475 -0.130
H -3.0307 -1.3460 -0.0685 0.105
H -3.4070 0.4428 -0.1500 0.087
H -5.3310 -1.8557 -0.4422 0.078
H -5.4621 -0.2768 -1.1561 0.043
H -3.0279 -1.5680 1.9527 0.094
H -3.2345 0.2029 2.1847 0.010
H -5.7889 -0.1916 0.4717 0.081
H -4.6683 -0.8219 2.2851 0.101
```